This record from OMol25 describes a molecular structure, C25H54FINO24P4 at a distorted geometry. The level of theory is ωB97M-V with the def2-TZVPD basis set.

```
110
Properties=species:S:1:pos:R:3:lowdin_charge:R:1
N 1.3391 -2.2451 -2.1520 -0.19
C 1.8176 -3.3709 -3.0564 -0.26
C 2.4539 -4.5808 -2.1423 -0.70
I 2.8562 -3.5555 -0.2355 0.89
O 3.8395 -4.6650 -2.7113 -0.46
P 4.3514 -6.3347 -2.5907 0.43
C 4.6940 -8.1753 -2.0776 -0.25
C 4.8896 -8.2767 -0.4502 -0.25
O 5.8508 -7.6518 0.2385 -0.04
F 3.9585 -9.1443 0.3600 -0.10
P 4.8227 -6.5480 -4.7155 0.66
O 4.0508 -5.3663 -5.4906 -0.44
O 4.3338 -8.1325 -5.2576 -0.26
O 6.5688 -6.3975 -4.8760 -0.29
O 2.7139 -6.9643 -2.8622 -0.46
C 1.7564 -6.0641 -2.1387 -0.64
P 0.1422 -6.3790 -3.1095 0.77
O -1.1523 -5.8748 -2.3363 -0.53
P 1.5056 -7.0159 -0.5034 0.96
O 0.4127 -8.3651 -0.8800 -0.37
O 0.6375 -6.0975 0.6946 -0.40
H 1.9541 -1.4082 -2.3724 0.07
H 0.3693 -1.9487 -2.4581 0.08
H 2.6977 -2.9015 -3.7128 0.14
H 1.0023 -3.7161 -3.8280 0.10
H 4.2117 -6.1473 -1.1661 -0.01
H 5.7630 -6.0730 -2.3430 0.01
H 5.6303 -8.5481 -2.6750 0.08
H 3.7877 -8.8802 -2.3598 0.10
H 5.0387 -8.7900 -4.9200 0.08
H 6.9371 -5.7796 -4.1657 0.07
H 0.1020 -7.8146 -3.4167 0.03
H 0.2310 -5.7258 -4.4228 0.02
H -0.1232 -8.5133 -0.0253 0.08
H 1.2378 -6.1363 1.5202 0.06
C -3.6847 0.7713 0.9187 -0.07
C -2.3443 0.0745 0.7570 -0.21
O -1.6909 0.4906 -0.4502 0.02
C -1.1096 1.7175 -0.4109 -0.55
O -1.0938 2.4736 0.5491 0.10
O -0.5748 1.9698 -1.6290 -0.01
C -0.0215 3.2794 -1.7534 -0.04
H -4.3050 0.6246 0.0289 0.08
H -4.2176 0.3866 1.7925 0.08
H -3.5600 1.8518 1.0429 0.07
H -2.5072 -1.0047 0.6716 0.13
H -1.6954 0.2362 1.6255 0.13
H 0.7044 3.4821 -0.9595 0.09
H -0.8240 4.0236 -1.7437 0.09
H 0.4950 3.3394 -2.7153 0.10
C 2.2879 3.4929 2.5485 -0.06
C 3.6284 2.7961 2.3868 -0.21
O 4.2817 3.2121 1.1796 0.03
C 4.8630 4.4390 1.2189 -0.55
O 4.8788 5.1952 2.1788 0.10
O 5.3978 4.6914 0.0007 -0.01
C 5.9511 6.0009 -0.1236 -0.06
H 1.6676 3.3461 1.6587 0.07
H 1.7550 3.1081 3.4223 0.08
H 2.4126 4.5734 2.6726 0.07
H 3.4654 1.7168 2.3013 0.13
H 4.2772 2.9578 3.2552 0.12
H 6.6770 6.2037 0.6703 0.10
H 5.1487 6.7452 -0.1140 0.10
H 6.4676 6.0609 -1.0855 0.09
C -2.2651 4.5213 7.9168 -0.07
C -0.9246 3.8245 7.7551 -0.22
O -0.2712 4.2405 6.5479 0.02
C 0.3100 5.4674 6.5872 -0.55
O 0.3258 6.2236 7.5471 0.10
O 0.8448 5.7198 5.3690 -0.01
C 1.3981 7.0293 5.2447 -0.05
H -2.8854 4.3746 7.0270 0.08
H -2.7980 4.1365 8.7906 0.08
H -2.1404 5.6018 8.0409 0.07
H -1.0875 2.7453 7.6697 0.12
H -0.2757 3.9862 8.6235 0.12
H 2.1240 7.2321 6.0386 0.10
H 0.5957 7.7736 5.2544 0.10
H 1.9146 7.0893 4.2828 0.09
C -7.6616 -3.5782 4.9487 -0.07
C -7.8317 -2.3632 4.0524 -0.22
O -6.7918 -2.3021 3.0664 0.02
C -6.9221 -3.1593 2.0209 -0.55
O -7.8353 -3.9541 1.8543 0.10
O -5.8499 -3.0005 1.2093 -0.01
C -5.8120 -3.9224 0.1207 -0.04
H -6.6593 -3.5953 5.3883 0.08
H -8.4034 -3.5730 5.7520 0.08
H -7.7755 -4.5092 4.3843 0.07
H -7.7467 -1.4546 4.6571 0.12
H -8.8192 -2.3446 3.5771 0.12
H -6.7431 -3.8981 -0.4544 0.10
H -5.6147 -4.9315 0.4958 0.10
H -4.9913 -3.6322 -0.5410 0.10
C -0.3997 5.8839 -7.1912 -0.07
C -0.7850 7.2513 -6.6524 -0.22
O -2.0884 7.2199 -6.0546 0.02
C -2.1558 6.6549 -4.8213 -0.55
O -1.2168 6.1886 -4.1934 0.10
O -3.4489 6.6721 -4.4198 -0.01
C -3.6731 6.0088 -3.1763 -0.05
H -1.1694 5.5075 -7.8724 0.08
H 0.5545 5.9325 -7.7229 0.08
H -0.3046 5.1499 -6.3846 0.07
H -0.8355 7.9642 -7.4817 0.12
H -0.0414 7.6322 -5.9429 0.12
H -3.0164 6.3993 -2.3924 0.10
H -3.5302 4.9307 -3.2999 0.10
H -4.7096 6.1887 -2.8780 0.09
```

Results
Highest occupied orbital energy   -5.3 eV
Gap between HOMO and LUMO   7.1 eV
Net charge   -1


This record from OMol25 describes 5 unconnected molecules or ions with the total composition C25H54O8. The level of theory is ωB97M-V with the def2-TZVPD basis set.

```
87
Properties=species:S:1:pos:R:3:lowdin_charge:R:1
C 3.2473 -5.6480 0.6705 -0.08
C 3.7162 -6.9676 1.2836 -0.14
C 2.5793 -7.8792 1.6587 -0.49
O 2.3604 -8.2629 2.7658 0.15
O 1.7506 -8.2254 0.6177 -0.02
C 0.6633 -7.3323 0.3490 -0.20
C -0.6145 -8.1414 0.2447 -0.10
C -1.7951 -7.3233 -0.3089 -0.20
C -1.9428 -5.8522 0.1108 -0.11
C -3.0129 -5.9375 1.1910 -0.14
O -3.8850 -6.9901 0.7492 0.03
C -3.1223 -7.9315 0.1325 -0.47
O -3.4816 -9.0555 -0.0090 0.15
H 2.4693 -5.1750 1.2711 0.06
H 4.0745 -4.9404 0.6165 0.08
H 2.8505 -5.7871 -0.3364 0.07
H 4.2858 -6.7908 2.1952 0.12
H 4.3622 -7.4986 0.5788 0.12
H 0.8663 -6.7944 -0.5831 0.13
H 0.5820 -6.5972 1.1551 0.12
H -0.4351 -8.9932 -0.4113 0.13
H -0.8573 -8.5580 1.2250 0.14
H -1.8081 -7.3966 -1.3993 0.16
H -2.3223 -5.2759 -0.7351 0.12
H -1.0467 -5.3453 0.4640 0.11
H -2.5758 -6.2482 2.1461 0.13
H -3.6038 -5.0403 1.3543 0.13
C 0.1383 -1.8179 3.1961 -0.07
C 1.4789 -2.4374 2.8424 -0.28
O 1.6218 -2.7634 1.4698 -0.19
C 1.5108 -1.6784 0.5602 -0.27
C 2.5414 -0.5844 0.7663 -0.07
H -0.6803 -2.4753 2.8982 0.08
H 0.0797 -1.6628 4.2743 0.08
H -0.0072 -0.8501 2.7149 0.07
H 1.5985 -3.3877 3.3649 0.12
H 2.2964 -1.7861 3.1716 0.11
H 0.5030 -1.2507 0.5849 0.11
H 1.6418 -2.1313 -0.4235 0.12
H 2.4274 -0.0905 1.7323 0.07
H 2.4131 0.1771 -0.0042 0.06
H 3.5554 -0.9831 0.7032 0.08
C 1.3610 3.0642 -2.1993 -0.07
C 0.5737 1.7759 -2.0415 -0.28
O -0.0671 1.6454 -0.7849 -0.17
C -1.0143 2.6520 -0.4609 -0.27
C -2.1734 2.7526 -1.4353 -0.08
H 2.0907 3.1623 -1.3935 0.07
H 1.8900 3.0645 -3.1535 0.08
H 0.7204 3.9465 -2.1753 0.07
H 1.2534 0.9233 -2.0914 0.11
H -0.1438 1.6584 -2.8619 0.11
H -0.5194 3.6235 -0.3528 0.11
H -1.3825 2.3718 0.5264 0.12
H -1.8444 3.0552 -2.4311 0.06
H -2.8891 3.4989 -1.0864 0.07
H -2.6891 1.7952 -1.5240 0.08
C 4.4004 3.9072 2.8088 -0.08
C 3.7739 3.8024 1.4292 -0.29
O 2.8437 4.8289 1.1328 -0.17
C 3.3481 6.1530 1.1490 -0.28
C 4.4648 6.4046 0.1506 -0.08
H 3.6289 3.9264 3.5795 0.08
H 5.0442 3.0442 2.9847 0.08
H 5.0147 4.8021 2.9159 0.07
H 3.1957 2.8800 1.3552 0.11
H 4.5539 3.7535 0.6599 0.11
H 3.6709 6.4325 2.1585 0.11
H 2.4869 6.7758 0.9054 0.12
H 5.3593 5.8232 0.3775 0.07
H 4.7443 7.4588 0.1718 0.08
H 4.1396 6.1535 -0.8600 0.08
C -3.6812 6.8348 -3.4747 -0.08
C -4.4554 5.5325 -3.3647 -0.28
O -5.0590 5.3207 -2.1005 -0.17
C -6.0143 6.2873 -1.6972 -0.28
C -7.2069 6.4092 -2.6295 -0.08
H -2.9199 6.8948 -2.6955 0.08
H -3.1876 6.8869 -4.4461 0.08
H -4.3288 7.7081 -3.3881 0.07
H -3.7741 4.6891 -3.4841 0.11
H -5.1968 5.4609 -4.1687 0.11
H -5.5399 7.2656 -1.5579 0.11
H -6.3455 5.9500 -0.7148 0.12
H -6.9227 6.7758 -3.6166 0.07
H -7.9266 7.1147 -2.2121 0.08
H -7.6997 5.4437 -2.7507 0.08
```

Results
Highest occupied orbital energy   -9.8 eV
Gap between HOMO and LUMO   10.3 eV
Structure (SMILES)   CCC(=O)OCC[C@@H]1CCOC1=O.CCOCC.CCOCC.CCOCC.CCOCC